Record 1
Formula: C4H6FNO2
Source: the Open Molecules 2025 dataset
Level of theory: the ωB97M-V functional and the def2-TZVPD basis

Output
Spin multiplicity   1
SMILES string   C[C@](O)(C#N)[C@@H](O)F
Total charge   0
Strongest force on any atom   5.14 eV/A
DFT total energy   -12546.37943 eV
E_HOMO   -11.04 eV
Orbital gap   11.69 eV

CARTESIAN COORDINATES (ANGSTROEM)
1 C 0.982 -1.225 0.402
2 C -1.376 -0.492 0.314
3 C 0.411 1.095 -0.133
4 C -0.002 -0.394 -0.393
5 N 1.879 -1.742 0.885
6 O 0.295 1.595 1.060
7 O -0.110 -0.706 -1.697
8 F 1.775 1.288 -0.689
9 H -2.149 0.102 -0.347
10 H -1.486 0.117 1.348
11 H -1.671 -1.610 0.437
12 H -0.260 1.700 -0.841
13 H 0.982 1.191 1.680
14 H 0.731 -0.919 -2.027

Cartesian forces, eV/Å:
-0.600 0.716 -1.411
-2.415 0.585 0.619
0.322 0.424 -5.112
-0.102 1.033 4.227
0.440 -0.475 0.614
1.717 0.081 3.347
-1.704 -0.106 -0.514
-1.740 -0.440 0.921
1.369 -1.534 0.961
0.788 -1.872 -2.320
0.262 2.126 -0.231
0.939 -0.752 0.910
-1.199 0.583 -1.002
1.923 -0.368 -1.009

Record 2
Formula: C4H6FNO2
Source: the Open Molecules 2025 dataset
Level of theory: the ωB97M-V functional and the def2-TZVPD basis

Output
Spin multiplicity   1
SMILES string   OCC1=NOC[C@H]1F
Total charge   0
Strongest force on any atom   5.64 eV/A
DFT total energy   -12543.25148 eV
E_HOMO   -10.27 eV
Orbital gap   10.79 eV

CARTESIAN COORDINATES (ANGSTROEM)
1 C 1.046 1.380 0.500
2 C 0.299 0.373 -0.301
3 C -1.131 -1.337 -0.617
4 C -0.501 -0.574 0.448
5 H -0.702 2.687 0.755
6 H 1.700 0.744 1.220
7 H 1.482 2.024 -0.315
8 H -1.413 -2.516 -0.412
9 H -2.038 -0.959 -0.471
10 H -1.262 -0.084 1.141
11 N 0.329 0.190 -1.486
12 O -0.026 2.004 1.280
13 O -0.391 -1.005 -1.760
14 F 0.554 -1.141 1.349

Cartesian forces, eV/Å:
-1.255 0.076 -0.840
0.191 1.358 4.943
2.343 -5.015 1.062
0.730 -0.077 4.546
3.232 -2.858 1.513
-0.809 1.902 -1.218
0.383 -0.150 1.612
1.643 2.719 -0.826
-4.387 2.051 -1.221
1.322 -0.853 -0.630
0.391 -1.513 -5.347
-1.363 2.743 -1.199
-0.714 -0.136 -1.358
-1.709 -0.246 -1.036

Record 3
Formula: C4H6FNO2
Source: the Open Molecules 2025 dataset
Level of theory: the ωB97M-V functional and the def2-TZVPD basis

Output
Spin multiplicity   1
Total charge   0
Strongest force on any atom   7.39 eV/A
DFT total energy   -12539.10720 eV
E_HOMO (spin up / spin down)   -9.16 / -8.19 eV
Orbital gap (spin up / spin down)   9.36 / 6.71 eV

CARTESIAN COORDINATES (ANGSTROEM)
1 C -0.231 -0.737 -0.044
2 C -0.340 1.298 -0.305
3 C -1.320 -1.649 -0.079
4 C 0.889 2.015 -0.229
5 N 1.006 -1.076 0.407
6 O 1.136 -2.179 0.886
7 O 1.911 -0.289 0.288
8 F -1.576 1.737 -0.274
9 H -1.977 -1.581 -0.899
10 H -1.025 -2.680 0.107
11 H -1.997 -1.454 0.731
12 H 1.149 2.304 -1.155
13 H 0.699 2.934 0.425
14 H 1.677 1.357 0.140

Cartesian forces, eV/Å:
-0.502 6.785 -1.085
-0.706 -7.333 0.584
-0.912 -1.188 1.103
-1.154 1.834 3.967
-0.605 -0.634 -0.352
0.263 -1.628 0.927
2.467 0.274 -0.039
0.486 0.250 0.008
-0.386 0.175 -1.509
0.307 0.024 -0.381
-0.435 0.343 0.890
1.131 1.393 -3.476
0.508 -0.937 -0.795
-0.461 0.640 0.158

Ordered energy relative to the best compared isomer or geometry (same formula, charge and spin) results: 1.711 4.839 8.983; unit eV.